No. 1
A 5-piece molecular cluster, C6H22O5 overall in a non-equilibrium geometry, computed with ωB97M-V/def2-TZVPD.

Atoms and positions in Å:
O: -0.63 0.46 -1.35
H: 0.21 0.90 -1.19
H: -0.72 -0.20 -0.66
O: -3.22 -0.16 -2.45
H: -3.41 -0.97 -1.95
H: -2.31 0.06 -2.20
C: 1.90 -1.43 2.16
C: 2.54 -0.22 2.79
O: 3.13 0.62 1.76
H: 1.06 -1.17 1.52
H: 1.57 -2.12 2.94
H: 2.66 -2.00 1.62
H: 3.31 -0.51 3.51
H: 1.84 0.46 3.27
H: 3.89 0.12 1.44
C: -3.71 0.34 1.06
C: -4.08 -1.11 1.27
O: -3.85 -1.84 0.06
H: -4.12 0.94 1.87
H: -4.15 0.76 0.15
H: -2.63 0.45 0.99
H: -5.09 -1.26 1.65
H: -3.39 -1.48 2.04
H: -4.15 -2.74 0.22
C: 3.07 0.77 -1.59
C: 2.64 1.64 -2.75
O: 1.39 2.31 -2.38
H: 2.36 0.01 -1.28
H: 3.32 1.35 -0.70
H: 3.96 0.24 -1.96
H: 2.38 0.99 -3.59
H: 3.37 2.39 -3.07
H: 0.87 2.40 -3.19

Output
Total energy (Ha): -617.95671
Frontier orbital gap (eV): 10.69
Molecular weight (g/mol): 174.2
Spin multiplicity: 1
SMILES string: CCO.CCO.CCO.O.O
Highest occupied orbital energy (eV): -10.16
Charge: 0

Atomic partial charges in e from the Mulliken method, atoms 1 to 5: -0.700, 0.357, 0.268, -0.655, 0.276



No. 2
A 6-piece molecular cluster, C6H23NO6 overall in a non-equilibrium geometry, computed with ωB97M-V/def2-TZVPD.

Atoms and positions in Å:
C: -1.73 -1.55 1.84
O: -2.31 -0.24 1.74
C: -0.25 -1.40 1.48
C: -0.01 -1.10 0.01
C: -0.49 0.21 -0.54
C: -1.50 0.20 -1.43
C: 1.00 1.60 0.91
N: 0.00 1.44 -0.15
H: -1.85 -1.77 2.90
H: -2.19 -2.27 1.15
H: -2.53 -0.03 0.83
H: 0.20 -0.62 2.09
H: 0.34 -2.26 1.80
H: -0.36 -1.90 -0.65
H: 1.06 -1.29 -0.16
H: -2.01 1.07 -1.85
H: -1.82 -0.71 -1.93
H: 1.90 0.98 0.71
H: 1.40 2.60 0.80
H: 0.58 1.22 1.83
H: 0.14 2.12 -0.88
H: 3.05 2.54 -2.09
H: 3.44 1.82 -0.78
O: 3.04 1.68 -1.64
H: 0.42 3.21 -3.37
H: -0.02 4.49 -2.75
O: 0.34 3.63 -2.50
H: 2.50 0.17 -2.36
H: 1.80 -1.25 -2.27
O: 2.29 -0.65 -2.84
H: -3.60 -0.11 3.26
H: -2.73 0.66 4.21
O: -3.49 0.08 4.21
H: 1.83 -4.56 -0.46
H: 0.45 -4.00 -0.90
O: 1.10 -4.00 -0.19

Output
Total energy (Ha): -748.54838
Frontier orbital gap (eV): 7.94
Molecular weight (g/mol): 205.3
Spin multiplicity: 1
SMILES string: C=C(CCCO)NC.O.O.O.O.O
Highest occupied orbital energy (eV): -7.77
Charge: 0

Atomic partial charges in e from the Mulliken method, atoms 1 to 5: -0.526, -0.623, -0.631, -0.184, 0.232



No. 3
A 7-piece molecular cluster, C6H23NO7 overall in a non-equilibrium geometry, computed with ωB97M-V/def2-TZVPD.

Atoms and positions in Å:
O: -3.89 1.74 -1.92
C: -3.08 1.25 -1.18
C: -2.66 -0.15 -1.13
C: -2.16 -0.69 0.16
C: -0.73 -0.58 0.48
C: 0.16 0.38 0.28
C: -0.36 -2.94 0.12
N: -0.16 -1.77 1.09
H: -2.88 1.89 -0.36
H: -3.58 -0.62 -1.57
H: -1.97 -0.43 -1.96
H: -2.32 -1.81 0.12
H: -2.78 -0.34 1.09
H: 1.23 0.28 0.47
H: -0.17 1.41 0.17
H: -0.20 -3.95 0.71
H: -1.43 -3.05 -0.17
H: 0.33 -2.78 -0.66
H: 0.84 -1.61 1.25
H: 1.07 2.50 -2.16
H: 0.80 1.01 -1.67
O: 0.53 1.81 -2.26
H: 3.10 2.06 -1.15
H: 2.50 2.69 0.10
O: 2.24 2.12 -0.73
H: 0.22 -0.53 3.40
H: -1.14 -1.04 3.81
O: -0.33 -0.71 4.13
H: 0.82 0.62 -4.11
H: 0.42 -0.59 -3.37
O: 0.71 -0.29 -4.25
H: 0.83 2.07 2.41
H: 1.39 3.21 3.00
O: 1.59 2.50 2.41
H: 3.69 -1.65 0.44
H: 3.96 -1.05 1.89
O: 3.40 -0.93 1.14

Output
Total energy (Ha): -823.38214
Frontier orbital gap (spin up / spin down) (eV): 8.98 / 4.72
<S²>: 0.77
Molecular weight (g/mol): 221.2
Spin multiplicity: 2
Highest occupied orbital energy (spin up / spin down) (eV): -12.99 / -12.99
Charge: +1

Atomic partial charges in e from the Mulliken method, atoms 1 to 5: -0.458, -0.141, -0.560, -0.482, 1.359



No. 4
C6H24AgClN12O6 as an isolated structure in a non-equilibrium geometry, computed with ωB97M-V/def2-TZVPD.

Atoms and positions in Å:
Ag: 0.44 0.96 -2.76
Cl: 0.55 0.19 -0.28
C: -1.97 1.60 2.73
O: -2.39 2.45 1.89
N: -2.60 1.29 3.79
N: -0.91 0.85 2.53
H: -2.08 0.74 4.46
H: -3.50 1.72 3.93
H: -0.83 0.06 3.15
H: -0.35 0.85 1.69
C: 4.32 -0.41 1.22
O: 5.36 -0.85 1.74
N: 3.99 -0.26 -0.08
N: 3.27 -0.22 1.89
H: 4.66 -0.60 -0.76
H: 3.06 -0.08 -0.42
H: 3.19 -0.52 2.85
H: 2.44 0.04 1.37
C: -2.45 1.82 -2.05
O: -1.35 2.29 -2.39
N: -3.45 1.58 -2.75
N: -2.71 1.29 -0.89
H: -4.25 1.08 -2.39
H: -3.62 2.16 -3.57
H: -2.00 1.32 -0.17
H: -3.62 0.86 -0.93
C: -2.47 -2.69 0.26
O: -2.28 -2.88 -0.93
N: -3.10 -3.45 1.01
N: -1.87 -1.87 1.05
H: -3.57 -4.29 0.70
H: -3.17 -3.06 1.94
H: -1.72 -2.07 2.03
H: -1.27 -1.28 0.49
C: 1.57 3.80 -1.43
O: 1.71 2.83 -2.14
N: 1.75 5.11 -1.67
N: 1.34 3.66 -0.16
H: 1.32 5.72 -0.99
H: 1.82 5.23 -2.67
H: 1.27 4.46 0.45
H: 1.15 2.70 0.08
C: 1.27 -4.09 -1.68
O: 0.18 -4.13 -2.22
N: 1.63 -3.09 -0.95
N: 2.26 -4.95 -1.81
H: 2.54 -3.20 -0.53
H: 1.10 -2.23 -0.92
H: 3.06 -4.78 -1.23
H: 2.31 -5.69 -2.50

Output
Total energy (Ha): -1958.45502
Frontier orbital gap (spin up / spin down) (eV): 7.62 / 2.96
<S²>: 0.76
Molecular weight (g/mol): 503.7
Spin multiplicity: 2
Highest occupied orbital energy (spin up / spin down) (eV): -11.84 / -11.80
Charge: +1

Atomic partial charges in e from the Mulliken method, atoms 1 to 5: 0.843, -0.699, 0.788, -0.689, -0.411



No. 5
C6H24F18LiN3O24S6 as an isolated structure in a non-equilibrium geometry, computed with ωB97M-V/def2-TZVPD.

Atoms and positions in Å:
Li: 2.03 -1.89 -2.84
C: -2.62 5.10 -5.80
F: -2.65 6.02 -6.80
F: -3.74 4.36 -5.67
F: -1.65 4.22 -6.11
S: -2.33 5.91 -4.03
O: -1.25 6.87 -4.25
O: -3.61 6.50 -3.62
N: -2.08 4.43 -3.21
S: -0.55 4.54 -2.89
O: 0.33 4.52 -4.07
O: -0.20 5.67 -1.97
C: -0.13 2.83 -1.94
F: 1.17 2.91 -1.65
F: -0.93 2.73 -0.85
F: -0.35 1.80 -2.75
C: 1.40 0.07 0.82
F: 0.22 0.53 0.54
F: 2.37 0.69 0.21
F: 1.51 0.10 2.12
S: 1.34 -1.82 0.26
O: 2.75 -2.24 0.35
O: 0.64 -2.53 1.35
N: 0.68 -1.79 -1.35
S: -0.68 -2.29 -1.10
O: -0.69 -3.75 -0.95
O: -1.49 -1.52 -0.08
C: -1.53 -1.82 -2.78
F: -2.70 -2.38 -2.90
F: -1.73 -0.51 -2.88
F: -0.82 -2.14 -3.82
C: -2.71 2.00 4.68
F: -2.79 3.37 4.77
F: -3.02 1.52 5.93
F: -3.60 1.48 3.80
S: -0.90 1.43 4.11
O: -1.03 -0.03 3.96
O: -0.63 2.16 2.88
N: 0.08 2.00 5.38
S: 0.53 0.83 6.16
O: -0.46 0.06 6.93
O: 1.57 0.02 5.44
C: 1.52 1.72 7.62
F: 2.45 2.52 7.09
F: 0.73 2.55 8.29
F: 2.15 0.77 8.37
O: 4.75 1.00 3.07
H: 4.64 0.25 3.66
H: 3.86 1.29 2.88
O: -2.17 -4.77 -4.95
H: -2.56 -5.63 -4.86
H: -2.59 -4.24 -4.28
O: 2.66 -5.19 2.22
H: 2.81 -5.28 3.16
H: 2.71 -4.24 2.06
O: -3.03 -1.18 2.43
H: -2.65 -0.67 1.71
H: -2.48 -0.98 3.19
O: 3.87 -2.75 -2.12
H: 4.51 -3.46 -2.18
H: 4.11 -2.28 -1.32
O: 1.83 -2.93 -4.55
H: 1.42 -3.79 -4.60
H: 1.43 -2.43 -5.25
O: -2.26 -3.89 2.24
H: -1.87 -4.43 1.55
H: -1.55 -3.74 2.86
O: -0.28 -3.15 4.01
H: -0.75 -2.32 4.08
H: 0.63 -2.89 3.82
O: 2.56 3.96 0.77
H: 2.82 3.07 0.51
H: 3.39 4.41 0.93
O: 1.63 0.12 -3.37
H: 0.70 0.23 -3.15
H: 1.84 0.88 -3.91
O: 1.18 -5.97 -1.03
H: 1.08 -5.26 -1.67
H: 1.56 -6.69 -1.53
O: -3.60 2.11 -4.17
H: -2.97 2.14 -4.89
H: -3.82 1.18 -4.08

Output
Total energy (Ha): -6407.11793
Frontier orbital gap (spin up / spin down) (eV): 7.16 / 1.46
<S²>: 0.76
Molecular weight (g/mol): 1063.6
Spin multiplicity: 2
Highest occupied orbital energy (spin up / spin down) (eV): -6.47 / -6.47
Charge: -1

Atomic partial charges in e from the Mulliken method, atoms 1 to 5: 0.909, 0.656, -0.233, -0.220, -0.214



No. 6
C6H24FN12O6Sr as an isolated structure in a non-equilibrium geometry, computed with ωB97M-V/def2-TZVPD.

Atoms and positions in Å:
Sr: -11.93 28.92 22.21
F: -13.68 30.09 20.89
C: -16.94 31.28 20.02
O: -18.04 31.84 19.97
N: -15.81 31.85 19.65
N: -16.73 30.08 20.46
H: -14.92 31.43 19.87
H: -16.02 32.76 19.27
H: -17.48 29.51 20.82
H: -15.76 29.89 20.69
C: -12.47 33.18 20.21
O: -12.45 34.40 20.08
N: -12.47 32.66 21.39
N: -12.51 32.19 19.36
H: -12.99 31.81 21.25
H: -12.41 33.29 22.18
H: -12.61 31.25 19.71
H: -12.47 32.46 18.39
C: -14.79 26.96 22.91
O: -13.62 27.18 23.11
N: -15.55 27.90 22.59
N: -15.38 25.87 22.85
H: -16.56 27.83 22.64
H: -14.96 28.67 22.31
H: -14.83 25.02 22.89
H: -16.32 25.79 22.49
C: -10.50 29.56 18.96
O: -10.81 29.71 20.16
N: -9.33 29.84 18.47
N: -11.31 29.10 18.08
H: -8.97 29.55 17.57
H: -8.65 30.19 19.12
H: -10.98 28.76 17.18
H: -12.15 28.72 18.49
C: -14.68 28.83 16.75
O: -15.54 27.99 16.97
N: -14.19 29.60 17.64
N: -14.07 28.99 15.61
H: -14.42 29.44 18.61
H: -13.29 30.02 17.47
H: -14.51 28.63 14.78
H: -13.26 29.60 15.57
C: -14.26 30.75 24.21
O: -13.33 30.03 24.12
N: -14.77 31.19 23.12
N: -14.81 31.36 25.26
H: -14.31 31.01 22.23
H: -15.40 31.97 23.15
H: -14.58 31.06 26.20
H: -15.45 32.12 25.10

Output
Total energy (Ha): -1482.15747
Frontier orbital gap (eV): 7.67
Molecular weight (g/mol): 467.0
Spin multiplicity: 1
Highest occupied orbital energy (eV): -11.38
Charge: +1

Atomic partial charges in e from the Mulliken method, atoms 1 to 5: 1.877, -0.779, 0.449, -0.709, -0.217